Entry 1:
C47H113Br6N3O27P6 | ωB97M-V/def2-TZVPD

Calculated values
E_LUMO	-0.05	eV
HOMO	-8.94	eV
orbital gap	8.9	eV

Last column: Löwdin charge in e.
Element x y z (Å)
C -2.679 0.863 5.291  -0.37
O -3.281 -0.004 4.773  0.02
N -2.498 0.946 6.623  -0.19
C -1.704 2.015 7.224  -0.04
C -3.032 -0.022 7.532  -0.06
H -2.320 1.742 4.752  0.12
H -1.304 2.664 6.458  0.08
H -0.926 1.568 7.841  0.09
H -2.364 2.619 7.858  0.09
H -3.745 0.440 8.223  0.09
H -3.509 -0.846 7.025  0.08
H -2.203 -0.417 8.136  0.09
C -5.947 -0.810 3.280  -0.36
O -6.224 -1.653 2.505  0.05
N -6.702 -0.467 4.351  -0.20
C -6.261 0.502 5.285  -0.07
C -7.989 -0.995 4.544  -0.08
H -5.001 -0.240 3.276  0.11
H -5.816 0.054 6.169  0.08
H -7.167 1.043 5.588  0.09
H -5.616 1.225 4.805  0.09
H -8.787 -0.238 4.549  0.09
H -8.270 -1.791 3.859  0.09
H -8.076 -1.489 5.535  0.10
C -8.538 -0.719 -1.772  -0.36
O -7.491 -0.903 -2.217  0.09
N -8.866 0.330 -0.978  -0.23
C -10.061 0.381 -0.266  -0.08
C -7.947 1.322 -0.734  -0.10
H -9.394 -1.358 -2.036  0.14
H -9.876 0.338 0.811  0.09
H -10.661 -0.489 -0.507  0.09
H -10.553 1.320 -0.508  0.09
H -7.079 1.202 -1.371  0.04
H -8.318 2.334 -0.934  0.10
H -7.611 1.273 0.308  0.10
C -4.616 4.110 -4.381  -1.59
Br -5.618 3.103 -3.093  0.65
Br -5.221 4.070 -6.196  0.64
Br -2.761 3.571 -4.334  0.58
H -4.608 5.144 -4.106  -0.04
C -2.522 4.999 0.695  -1.65
Br -0.889 5.939 0.365  0.62
Br -3.386 4.681 -0.976  0.58
Br -3.655 5.929 1.912  0.60
H -2.254 4.062 1.145  -0.07
C -0.873 -0.846 -2.567  -0.05
C -1.886 -1.142 -3.616  -0.28
O -3.033 -1.713 -3.002  -0.16
P -4.022 -2.574 -3.876  0.31
O -5.174 -3.060 -3.183  -0.17
O -4.275 -1.731 -5.170  -0.16
C -5.365 -0.818 -5.198  -0.25
C -4.887 0.587 -5.559  -0.12
O -3.090 -3.681 -4.493  -0.17
C -2.483 -4.636 -3.597  -0.26
C -1.213 -5.129 -4.206  -0.06
H -1.321 -0.285 -1.743  0.06
H -0.475 -1.776 -2.144  0.08
H -0.017 -0.304 -2.980  0.07
H -2.186 -0.267 -4.217  0.11
H -1.434 -1.800 -4.382  0.12
H -6.009 -1.122 -6.035  0.12
H -5.997 -0.859 -4.309  0.10
H -5.687 1.280 -5.813  0.02
H -4.360 1.037 -4.712  0.01
H -4.248 0.541 -6.443  0.08
H -2.249 -4.220 -2.613  0.10
H -3.218 -5.430 -3.450  0.12
H -0.643 -4.247 -4.543  0.08
H -0.552 -5.512 -3.425  0.07
H -1.371 -5.771 -5.062  0.08
C 3.511 -1.921 -0.051  -0.07
C 4.007 -2.586 1.224  -0.27
O 4.978 -1.744 1.756  -0.16
P 4.604 -0.923 3.044  0.27
O 3.979 -1.690 4.093  -0.20
O 3.747 0.221 2.439  -0.19
C 3.084 1.167 3.353  -0.20
C 3.876 2.512 3.286  -0.04
O 5.949 -0.238 3.420  -0.17
C 7.181 -1.019 3.787  -0.19
C 8.115 -1.156 2.593  -0.07
H 4.328 -1.806 -0.772  0.08
H 2.734 -2.503 -0.542  0.07
H 3.122 -0.933 0.191  0.06
H 3.097 -2.657 1.824  0.11
H 4.441 -3.551 1.027  0.12
H 2.060 1.295 3.013  0.10
H 3.039 0.829 4.395  0.12
H 3.536 3.204 4.056  0.08
H 4.943 2.317 3.336  0.06
H 3.736 2.957 2.295  0.07
H 7.717 -0.346 4.469  0.10
H 6.988 -1.965 4.283  0.12
H 8.312 -0.134 2.232  0.06
H 9.084 -1.601 2.785  0.08
H 7.551 -1.563 1.751  0.07
C 10.510 4.615 -1.113  -0.08
C 9.897 4.947 0.257  -0.20
O 8.444 4.576 0.314  -0.17
P 8.045 3.258 1.075  0.27
O 8.802 2.072 0.735  -0.21
O 8.102 3.689 2.581  -0.16
C 8.645 2.730 3.557  -0.24
C 9.093 3.508 4.774  -0.07
O 6.533 3.195 0.799  -0.14
C 6.048 2.679 -0.426  -0.27
C 5.620 1.264 -0.187  -0.06
H 9.984 3.756 -1.539  0.07
H 10.462 5.380 -1.892  0.07
H 11.554 4.288 -1.036  0.07
H 10.484 4.386 0.992  0.11
H 9.926 6.014 0.465  0.11
H 7.863 2.005 3.834  0.11
H 9.423 2.134 3.081  0.11
H 9.898 4.197 4.532  0.08
H 8.275 4.060 5.235  0.08
H 9.424 2.814 5.560  0.08
H 5.147 3.214 -0.690  0.10
H 6.727 2.708 -1.276  0.12
H 5.391 0.698 -1.091  0.07
H 6.339 0.712 0.413  0.07
H 4.689 1.349 0.374  0.05
C 4.158 5.237 -6.059  -0.08
C 4.840 3.900 -6.060  -0.26
O 3.987 2.836 -5.626  -0.17
P 3.546 2.742 -4.124  0.28
O 4.509 3.260 -3.168  -0.19
O 2.123 3.376 -4.072  -0.17
C 0.989 2.757 -4.779  -0.21
C 0.741 3.540 -6.085  -0.07
O 3.245 1.228 -3.983  -0.20
C 4.232 0.172 -4.292  -0.20
C 3.503 -1.156 -4.163  -0.07
H 4.907 6.030 -6.092  0.08
H 3.396 5.348 -6.820  0.07
H 3.733 5.386 -5.053  0.08
H 5.188 3.596 -7.040  0.12
H 5.695 4.002 -5.384  0.12
H 1.263 1.748 -5.096  0.11
H 0.079 2.757 -4.187  0.07
H -0.325 3.508 -6.347  0.05
H 0.933 4.598 -5.855  0.08
H 1.324 3.313 -6.969  0.07
H 4.679 0.376 -5.273  0.12
H 5.034 0.216 -3.535  0.11
H 2.971 -1.123 -3.206  0.07
H 2.809 -1.323 -4.992  0.08
H 4.145 -2.036 -4.135  0.08
C -3.642 -8.251 -0.723  -0.07
C -4.487 -7.614 0.352  -0.25
O -3.835 -6.583 1.115  -0.17
P -3.292 -5.274 0.414  0.23
O -4.233 -4.646 -0.403  -0.14
O -2.820 -4.444 1.622  -0.16
C -3.850 -3.982 2.511  -0.24
C -3.970 -4.908 3.717  -0.07
O -1.962 -5.686 -0.287  -0.18
C -0.751 -6.021 0.507  -0.23
C 0.425 -6.054 -0.417  -0.07
H -3.961 -9.271 -0.937  0.08
H -3.694 -7.685 -1.657  0.07
H -2.587 -8.276 -0.449  0.07
H -5.412 -7.230 -0.099  0.12
H -4.858 -8.350 1.068  0.12
H -3.636 -2.989 2.903  0.11
H -4.791 -3.929 1.958  0.11
H -3.034 -4.911 4.284  0.08
H -4.753 -4.574 4.414  0.08
H -4.234 -5.930 3.453  0.06
H -0.592 -5.206 1.224  0.11
H -0.948 -6.930 1.082  0.12
H 0.638 -5.056 -0.775  0.07
H 1.276 -6.399 0.176  0.08
H 0.262 -6.721 -1.262  0.08
C 0.322 -1.106 3.090  -0.05
C -0.479 -0.884 1.804  -0.24
O -0.045 0.309 1.142  -0.17
P -0.881 1.636 1.237  0.27
O -1.314 2.036 2.551  -0.20
O -2.036 1.509 0.157  -0.21
C -3.193 0.547 0.322  -0.17
C -4.257 0.815 -0.751  -0.08
O 0.099 2.656 0.653  -0.17
C 0.568 2.491 -0.703  -0.24
C 1.884 1.776 -0.774  -0.05
H -0.029 -0.461 3.902  0.08
H 0.267 -2.148 3.409  0.08
H 1.381 -0.854 2.971  0.05
H -0.356 -1.729 1.132  0.11
H -1.515 -0.894 2.161  0.11
H -2.838 -0.483 0.175  0.11
H -3.598 0.639 1.336  0.11
H -5.060 0.078 -0.547  0.09
H -4.671 1.818 -0.683  0.01
H -3.955 0.581 -1.771  0.06
H -0.151 1.894 -1.275  0.10
H 0.593 3.463 -1.193  0.11
H 1.873 1.063 -1.599  0.07
H 2.764 2.413 -0.859  0.07
H 2.039 1.179 0.134  0.06



Entry 2:
C30H20Cl2FeN5O7 | ωB97M-V/def2-TZVPD

Calculated values
spin multiplicity	5
total charge	-1
⟨S²⟩	6.01
E_LUMO (alpha / beta)	2.17 / 2.16	eV
HOMO (alpha / beta)	-4.23 / -4.28	eV
energy above the lowest of the compared OMol25 structures with the same formula, charge and spin	162.9	kJ/mol
orbital gap (alpha / beta)	6.4 / 6.4	eV

Last column: natural (NBO) charge in e.
Element x y z (Å)
Fe -0.848 -0.779 -0.913  1.55
O 4.599 -1.166 -0.562  -0.71
C 4.425 0.048 -1.128  0.38
C 5.554 0.783 -1.496  -0.30
C 5.399 2.155 -1.546  -0.17
C 4.166 2.738 -1.711  -0.30
C 3.043 1.970 -1.621  -0.14
C 3.113 0.585 -1.354  -0.22
C 1.876 -0.221 -1.134  0.60
O 0.752 0.256 -1.527  -0.83
N 2.038 -1.248 -0.300  -0.48
N 0.960 -2.013 -0.277  -0.42
C 1.051 -3.239 0.232  0.10
C 0.062 -4.184 0.071  -0.25
C 0.338 -5.499 0.552  -0.16
C -0.742 -6.345 0.661  -0.31
C -2.082 -6.050 0.212  -0.20
C -2.305 -4.829 -0.425  -0.28
C -1.301 -3.827 -0.508  0.43
O -1.471 -2.769 -1.168  -0.77
H 3.651 -1.476 -0.343  0.50
H 6.520 0.352 -1.284  0.21
H 6.272 2.793 -1.359  0.20
H 4.081 3.840 -1.711  0.20
H 2.051 2.380 -1.561  0.22
H 1.966 -3.326 0.839  0.18
H 1.273 -5.898 0.926  0.21
H -0.611 -7.225 1.301  0.19
H -2.863 -6.782 0.489  0.20
H -3.303 -4.599 -0.877  0.21
O -2.956 2.378 -4.629  -0.67
C -2.053 3.101 -4.041  0.79
O -1.532 4.026 -4.615  -0.60
C -1.819 2.809 -2.558  -0.26
C -1.090 3.611 -1.670  0.16
Cl -0.570 5.205 -1.765  0.11
N -0.951 2.823 -0.507  -0.20
N -1.608 1.596 -0.597  -0.25
C -2.193 1.661 -1.786  0.06
C -3.073 0.562 -2.180  0.76
O -3.994 0.596 -3.033  -0.68
O -2.753 -0.487 -1.525  -0.79
C -0.169 3.177 0.602  0.12
C -0.480 2.581 1.849  -0.21
C 0.254 2.804 3.037  -0.20
C 1.462 3.553 2.964  -0.22
C 1.795 4.101 1.694  -0.21
C 0.995 3.893 0.548  -0.21
H -3.392 1.703 -4.087  0.51
H -1.326 1.864 1.908  0.23
H -0.166 2.442 3.954  0.22
H 1.994 3.841 3.871  0.22
H 2.762 4.576 1.493  0.22
H 1.388 4.135 -0.465  0.23
Cl -0.760 -1.751 4.899  -0.01
C -1.772 -1.198 3.570  -0.07
C -3.168 -1.177 3.638  -0.19
C -3.902 -1.200 2.447  -0.25
C -3.156 -1.124 1.256  0.07
N -1.846 -1.000 1.194  -0.48
C -1.150 -1.059 2.342  0.02
H -3.631 -1.108 4.607  0.22
H -4.979 -1.229 2.474  0.23
H -3.755 -1.130 0.331  0.25
H -0.065 -1.001 2.302  0.23



Entry 3:
C5H3ClF4N2 | ωB97M-V/def2-TZVPD

Calculated values
E_LUMO	-0.98	eV
HOMO	-9.46	eV
energy above the lowest of the compared OMol25 structures with the same formula, charge and spin	0.0	kJ/mol
orbital gap	8.5	eV

Last column: natural (NBO) charge in e.
Element x y z (Å)
C 0.594 -0.083 0.028  -0.33
C 0.270 1.080 0.735  -0.07
C -0.544 -0.477 -0.586  -0.09
C -3.532 0.384 -0.461  0.43
C -3.966 -0.803 0.315  0.88
N -0.973 1.405 0.499  -0.28
N -1.463 0.424 -0.179  -0.16
F -3.615 0.200 -1.770  -0.27
F -3.263 -1.846 -0.173  -0.30
F -5.313 -1.028 0.253  -0.30
F -3.704 -0.785 1.620  -0.29
Cl -4.100 1.875 0.129  0.14
H 1.480 -0.609 -0.008  0.22
H 0.782 1.750 1.362  0.21
H -0.920 -1.210 -1.187  0.22